Arrangement a

Below is a cluster of 2 separate species, C2H10N3 in total, with properties calculated with wB97M-V/def2-TZVPD.

Each line ends with the Mulliken charge.
Element x y z (Å)
C1 -1.63908 -1.21230 -1.51485  -0.8122
N1 -0.49180 -1.80906 -0.78878  -0.6691
H1 -1.96642 -1.82484 -2.34855  0.3447
H2 -1.36500 -0.22803 -1.88473  0.2756
H3 -2.46920 -1.09983 -0.82181  0.3269
H4 -0.80273 -2.67493 -0.36137  0.2598
H5 0.22442 -2.08896 -1.45094  0.2503
N2 1.29159 2.14011 1.10935  -0.3269
C2 0.93843 1.03768 0.48047  0.2301
N3 0.17903 0.10614 0.96038  -0.3070
H6 1.04341 2.24440 2.08898  0.2372
H7 1.99712 2.75242 0.73227  0.2566
H8 1.29200 0.88827 -0.53464  0.3176
H9 -0.09652 -0.74475 0.29793  0.4167
H10 -0.22762 0.21057 1.88011  0.1998

Computed properties:
- LUMO: -2.92 eV
- HOMO: -0.5341 Ha
- HOMO-LUMO gap: 11.615 eV
- Total charge: +1

***

Arrangement b

Below is a cluster of 2 separate species, C2H10N3 in total, with properties calculated with wB97M-V/def2-TZVPD.

Each line ends with the Mulliken charge.
Element x y z (Å)
C1 -0.16009 1.13859 -1.66523  -0.8485
C2 0.16157 0.15248 1.15925  -0.1943
N1 1.38035 0.32247 0.75825  -0.2631
N2 -0.76282 -0.73967 0.82646  0.1154
N3 -0.62410 -2.03875 0.40710  -0.6422
H1 -1.16604 1.27367 -1.63774  0.3251
H2 -0.15198 1.62896 -0.62367  0.1903
H3 0.33347 1.49138 -2.49087  0.3395
H4 -0.34462 0.91833 1.74171  0.4190
H5 -0.74249 -2.87904 1.32474  0.3389
H6 1.73852 -0.22046 -0.00587  0.3018
H7 -1.70368 -0.39288 0.79460  0.2689
H8 1.73582 1.24971 1.15136  0.3183
H9 0.10038 -2.05555 -0.23376  0.2365
H10 0.20571 0.15076 -1.50634  0.0944

Computed properties:
- LUMO: -4.30 eV
- HOMO: -0.5349 Ha
- HOMO-LUMO gap: 10.253 eV
- Total charge: +1

***

Stability ranking, top and bottom: arrangement a is the most stable and arrangement b is the least stable.

***

Arrangement a

Below is the ion C4H6N with charge +1, with properties calculated with wB97M-V/def2-TZVPD.

Each line ends with the Mulliken charge.
Element x y z (Å)
C1 -0.81442 -0.66216 -0.37387  -0.2140
C2 0.40341 -0.87137 0.00057  0.4302
C3 -1.23721 1.61859 -0.68753  -0.0988
C4 1.53434 -0.88674 0.82208  -0.7199
N1 -1.33078 0.44754 -1.11536  -0.2816
H1 -1.47648 -1.45341 -0.56866  0.3782
H2 -0.69155 2.04974 0.14653  0.2401
H3 -1.80444 2.32244 -1.27434  0.2646
H4 1.24684 -0.26254 1.67722  0.3079
H5 2.41268 -0.36104 0.29841  0.3459
H6 1.75762 -1.94106 1.07493  0.3474

Computed properties:
- LUMO (spin up / spin down): -7.13 / -7.13 eV
- HOMO (spin up / spin down): -0.5600 / -0.5601 Ha
- HOMO-LUMO gap (spin up / spin down): 8.110 / 8.111 eV
- Total charge: +1

***

Arrangement b

Below is the ion C4H6N with charge +1, with properties calculated with wB97M-V/def2-TZVPD.

Each line ends with the Mulliken charge.
Element x y z (Å)
C1 1.23697 -0.18999 -0.00812  -0.1690
C2 0.69468 0.64364 -0.88337  -0.3633
N1 -0.78976 0.63652 -0.40992  -0.2274
C3 -1.00025 -0.27748 0.83964  -0.5330
C4 0.24749 -0.74352 0.93580  -0.0346
H1 2.25911 -0.50314 0.00139  0.4106
H2 0.91051 1.12522 -1.84240  0.3892
H3 -1.31766 1.46490 -0.60596  0.3465
H4 -1.13253 -0.09962 -1.14881  0.4349
H5 -1.82384 -0.62659 1.43683  0.3998
H6 0.71528 -1.42994 1.68491  0.3463

Computed properties:
- LUMO: -4.31 eV
- HOMO: -0.5534 Ha
- HOMO-LUMO gap: 10.744 eV
- SMILES string: C1=C[NH2+]C=C1
- Total charge: +1

***

Arrangement c

Below is the ion C4H6N with charge +1, with properties calculated with wB97M-V/def2-TZVPD.

Each line ends with the Mulliken charge.
Element x y z (Å)
C1 1.86724 0.01029 0.02258  -0.6291
C2 0.49826 -0.11356 0.01392  0.5033
C3 -0.50483 -1.12612 -0.08925  -0.2396
N1 -1.53496 -0.33330 0.09684  -0.0482
C4 -0.75258 0.91404 -0.06578  -0.3803
H1 2.43555 0.90010 0.19303  0.2987
H2 2.45215 -0.88871 -0.18908  0.2306
H3 -0.36832 -2.14835 -0.18617  0.4419
H4 -2.53240 -0.37203 0.20489  0.2357
H5 -1.09735 1.61040 0.71621  0.3188
H6 -0.66399 1.37525 -1.01621  0.2681

Computed properties:
- LUMO: -5.94 eV
- HOMO: -0.5668 Ha
- HOMO-LUMO gap: 9.482 eV
- SMILES string: C=C1C=[NH+]C1
- Total charge: +1

***

Arrangement d

Below is the ion C4H6N with charge +1, with properties calculated with wB97M-V/def2-TZVPD.

Each line ends with the Mulliken charge.
Element x y z (Å)
C1 -0.92487 -2.78488 0.78926  -0.1406
C2 -0.54216 -1.68558 0.37781  -0.3547
C3 1.09030 1.83663 -0.33731  -0.5014
C4 -0.37118 -0.28187 0.44490  -0.0988
N1 0.39061 0.57852 -0.46933  -0.3001
H1 -1.41351 -3.62924 0.98324  0.4826
H2 0.77101 2.48044 0.48590  0.3201
H3 1.16671 2.25873 -1.28236  0.3816
H4 -0.52998 0.29371 1.35041  0.3623
H5 -0.37530 1.00640 -1.15946  0.4466
H6 0.73835 -0.07289 -1.18306  0.4025

Computed properties:
- LUMO (spin up / spin down): -5.55 / -5.87 eV
- HOMO (spin up / spin down): -0.5017 / -0.5481 Ha
- HOMO-LUMO gap (spin up / spin down): 8.104 / 9.047 eV
- Total charge: +1

***

Stability ranking, top and bottom: arrangement b is the most stable and arrangement d is the least stable.